# C18H22N2O2

C18H22N2O2 in the gas phase (ωB97M-V/def2-TZVPD, the Open Molecules 2025 dataset).

Values from the calculation:
Orbital gap (eV): 8.67
Total energy (eV): -26100.3138
Multiplicity: 1
Structure (SMILES): Cc1ccc2cc(CCNC(=O)C3CCCC3)c(=O)[nH]c2c1
Energy above the lowest of the compared OMol25 structures with the same formula, charge and spin (kcal per mole): 0.9

```
44
Properties=species:S:1:pos:R:3:forces:R:3
C 0.19748 0.74286 0.52605 0.0 0.1 -0.3
H 5.93988 -0.70419 2.38180 0.0 -0.1 0.1
H 6.77334 -2.03883 0.22797 0.1 0.0 0.0
O -1.48695 2.98631 0.08442 0.2 0.1 0.0
H 0.41719 1.61311 1.14938 0.0 -0.1 0.0
O 2.81145 -1.04264 -1.18604 -0.2 -0.4 0.0
H -8.02924 0.32013 -0.51085 -0.1 0.0 0.0
C -2.00288 1.88182 0.13296 -0.3 0.0 0.0
C -1.28486 0.62988 0.36060 0.2 -0.4 0.2
H 0.45509 1.82562 -1.32810 0.0 -0.1 0.0
N 2.30078 1.10070 -0.71457 -0.2 0.3 0.0
H 5.01003 -1.50611 -1.30464 0.1 0.1 0.0
H 0.60073 -0.15483 0.99653 0.0 0.0 0.0
H 7.27778 -0.34852 0.35503 0.1 0.0 0.0
C 0.87319 0.94112 -0.84254 -0.2 -0.1 0.1
H -8.10727 -1.13247 0.49443 -0.1 0.0 0.0
C -7.62507 -0.67877 -0.37043 0.0 0.0 0.0
H 5.44944 1.38770 1.25193 0.0 0.0 0.0
H -3.54065 -2.75132 0.36996 0.1 -0.1 0.0
C -4.07658 -1.82727 0.21224 0.0 0.2 0.0
H -1.40368 -1.47010 0.53923 0.1 -0.1 0.0
H 0.70361 0.06103 -1.46708 0.0 0.2 0.0
C -1.94598 -0.54831 0.37950 0.2 0.4 0.0
C 3.16384 0.06565 -0.84310 0.4 0.5 0.0
C -5.44797 0.55324 -0.19540 0.0 -0.1 0.0
H 2.63272 1.97766 -0.34564 0.1 -0.1 -0.1
H 4.69990 -1.55569 1.44292 0.0 -0.1 0.0
C 5.44660 -0.76137 1.41217 0.1 0.1 0.0
H 3.83837 0.71570 1.53192 0.0 0.1 0.0
C -5.43730 -1.83316 0.03059 0.0 -0.1 0.0
H 4.81577 1.40633 -0.99610 0.0 0.0 0.0
H -5.98088 -2.76610 0.04519 0.0 -0.1 0.0
H 6.21423 -0.31082 -1.80140 0.0 0.0 -0.1
C 4.60666 0.44668 -0.51662 -0.1 -0.2 -0.1
C 5.59111 -0.64359 -0.97283 0.1 0.0 -0.1
N -3.36421 1.74958 -0.03097 -0.1 0.3 -0.1
C -6.14161 -0.64010 -0.17548 0.2 0.1 0.0
C -3.35929 -0.62486 0.19549 -0.5 0.2 -0.1
C 4.78468 0.55498 1.01437 0.0 0.0 0.1
H -5.97257 1.48518 -0.35372 -0.1 0.1 0.0
H -3.87255 2.61262 -0.18619 0.2 -0.1 0.0
C 6.41501 -1.01143 0.26186 -0.1 -0.1 0.0
H -7.87462 -1.28209 -1.24231 -0.1 0.0 0.0
C -4.06471 0.57464 -0.01251 0.0 -0.7 0.1
```
Positions in Å, forces in eV/Å.